# 1
Molecular formula: C6H5NO3S
Method: DFT, ωB97M-V/def2-TZVPD

Geometry as XYZ:
```
16
Properties=species:S:1:pos:R:3:mulliken_charge:R:1
C -1.323 -1.256 1.669 -0.43
C -1.992 -0.613 0.635 -0.46
C 0.047 -1.459 1.597 -0.39
C -1.296 -0.173 -0.474 -0.47
C 0.750 -1.034 0.485 -0.48
C 0.076 -0.393 -0.548 0.47
N 1.558 3.090 -1.466 0.74
O 2.519 3.161 -0.769 -0.36
O 0.794 3.875 -1.931 -0.40
O 2.296 -0.417 -1.914 -0.46
S 0.930 0.108 -2.013 0.33
H -1.879 -1.603 2.526 0.37
H -3.058 -0.462 0.689 0.36
H 0.567 -1.956 2.402 0.37
H -1.805 0.324 -1.285 0.36
H 1.816 -1.192 0.396 0.45
```

Values from the calculation:
E_HOMO (spin up / spin down): -0.3677 / -0.3076 Ha
Frontier orbital gap (spin up / spin down): 8.7 / 6.8 eV
ΔE to the lowest compared entry with this formula, charge and spin: 298.3 kJ/mol
Spin multiplicity: 1

---

# 2
Molecular formula: C33H27F3N12O5S2Sr
Method: DFT, ωB97M-V/def2-TZVPD

Geometry as XYZ:
```
83
Properties=species:S:1:pos:R:3:mulliken_charge:R:1
Sr 0.609 -0.090 0.398 1.41
N -2.776 -1.728 1.152 -0.34
C -3.602 -1.347 0.148 0.38
C -4.886 -0.890 0.377 -0.55
C -5.738 -0.537 -0.680 -0.72
C -5.344 -0.649 -1.983 -0.85
C -4.029 -1.085 -2.267 1.21
C -3.522 -1.188 -3.582 -0.65
C -2.227 -1.566 -3.786 -0.93
C -1.409 -1.809 -2.666 -0.09
N -1.835 -1.723 -1.432 0.12
C -3.140 -1.407 -1.213 0.18
H -3.000 -1.456 2.092 0.24
H -1.822 -2.015 0.971 0.03
H -5.231 -0.773 1.397 0.30
H -6.722 -0.153 -0.443 0.35
H -6.001 -0.377 -2.799 0.32
H -4.177 -0.957 -4.414 0.38
H -1.814 -1.651 -4.783 0.47
H -0.361 -2.051 -2.800 0.17
S 1.881 2.631 0.903 -0.23
C 3.380 2.180 1.656 0.54
C 3.897 3.133 2.610 -0.25
N 4.267 3.911 3.377 -0.66
C 4.093 1.027 1.452 0.46
S 3.651 -0.289 0.391 -0.42
C 5.309 0.836 2.202 -0.13
N 6.281 0.651 2.796 -0.65
O 1.480 -6.445 -0.035 -0.58
C 2.119 -5.910 -1.050 0.43
O 2.760 -6.574 -1.839 -0.67
C 2.023 -4.434 -1.220 0.24
C 2.672 -3.758 -2.226 -0.88
N 2.346 -2.462 -2.100 -0.03
N 1.532 -2.239 -1.065 0.96
C 1.328 -3.419 -0.504 -0.11
C 0.514 -3.470 0.766 0.21
O 0.362 -4.585 1.302 -0.98
O 0.089 -2.375 1.199 -0.11
H 0.988 -5.732 0.519 0.45
H 3.327 -4.129 -2.994 0.51
H 2.708 -1.672 -2.610 -0.09
F 2.901 3.206 -6.126 -0.28
C 1.675 2.661 -6.030 0.82
F 0.792 3.622 -6.358 -0.27
F 1.595 1.721 -7.002 -0.26
C 1.406 2.074 -4.668 0.48
C 0.100 1.844 -4.262 -1.30
C -0.103 1.264 -3.020 -0.62
N 0.895 0.921 -2.206 1.01
C 2.147 1.168 -2.594 -0.55
C 2.451 1.734 -3.824 -0.89
H -0.740 2.124 -4.880 0.52
H -1.104 1.080 -2.655 0.60
H 2.922 0.923 -1.874 0.32
H 3.478 1.926 -4.100 0.48
C 2.702 1.010 4.826 -1.37
N 1.546 0.244 4.364 0.25
C 1.870 -1.095 3.886 -0.87
C 0.516 0.881 3.726 0.00
O 0.017 0.447 2.680 -0.39
N 0.057 2.023 4.293 0.35
C -0.757 2.936 3.511 -0.92
C 0.262 2.378 5.673 -1.16
H 3.602 0.615 4.350 0.50
H 2.824 0.939 5.911 0.28
H 2.621 2.055 4.538 0.37
H 2.403 -1.621 4.678 0.36
H 2.509 -1.065 3.000 0.21
H 0.960 -1.638 3.642 0.28
H -0.821 2.580 2.488 0.08
H -0.300 3.927 3.507 0.33
H -1.766 3.006 3.930 0.35
H 0.594 1.510 6.245 0.35
H -0.689 2.726 6.087 0.39
H 0.998 3.179 5.786 0.31
N -1.660 1.162 -0.107 -0.48
C -2.689 1.631 -0.353 0.09
C -3.927 2.206 -0.655 0.33
C -4.198 2.568 -1.993 0.13
N -4.402 2.861 -3.093 -0.68
C -4.923 2.358 0.331 0.11
N -5.745 2.486 1.135 -0.69
```

Values from the calculation:
E_HOMO: -0.0797 Ha
Net charge: -2
Frontier orbital gap: 5.8 eV
ΔE to the lowest compared entry with this formula, charge and spin: 0.0 kJ/mol
Spin multiplicity: 1

---

Which value of ΔE to the lowest compared entry with this formula, charge and spin does entry 2 give? 0.0 kJ/mol